Entry 1:
Here is 7 unconnected molecules or ions with the total composition C33H48BF8O15 from the OMol25 dataset. Energies are from wB97M-V/def2-TZVPD.

Each atom is followed by the atoms it is bonded to, with distances in Å.
Element x y z (Å)
1 F -8.65681 -1.19163 0.69703  C2 1.326
2 C -7.90821 -0.54244 -0.18443  F1 1.326, F3 1.321, C4 1.538, H22 1.084
3 F -8.68762 0.26650 -0.87984  C2 1.321
4 C -6.87110 0.28820 0.59090  C2 1.538, F5 1.325, F6 1.327, C7 1.556
5 F -6.36418 -0.53301 1.49891  C4 1.325
6 F -7.50706 1.26716 1.22095  C4 1.327
7 C -5.70415 0.81084 -0.29621  C4 1.556, F8 1.323, F9 1.332, C10 1.535
8 F -4.55652 0.35689 0.18135  C7 1.323
9 F -5.81895 0.29992 -1.52118  C7 1.332
10 C -5.62743 2.33800 -0.43521  C7 1.535, F11 1.331, F12 1.330, C13 1.561
11 F -4.47810 2.54689 -1.07402  C10 1.331
12 F -5.50015 2.92935 0.74965  C10 1.330
13 C -6.77831 2.96080 -1.28675  C10 1.561, O14 1.384, H23 1.086, H24 1.086
14 O -6.29325 3.59805 -2.41603  C13 1.384, C15 1.429
15 C -6.26511 5.01894 -2.27056  O14 1.429, C16 1.527, H25 1.091, H26 1.091
16 C -5.32630 5.70987 -3.25732  C15 1.527, C17 1.527, H27 1.080, H28 1.082
17 C -6.05803 6.49924 -4.34005  C16 1.527, C18 1.559, O21 1.381, H29 1.098
18 C -6.47571 5.66569 -5.59015  C17 1.559, O19 1.406, H30 1.101, H31 1.094
19 O -6.05566 6.41433 -6.70363  C18 1.406, B20 1.484
20 B -4.98701 7.37353 -6.32798  O19 1.484, O21 1.507, H32 1.234, H33 1.233
21 O -5.10700 7.37460 -4.82584  C17 1.381, B20 1.507
22 H -7.45582 -1.28388 -0.83274  C2 1.084
23 H -7.42157 2.16303 -1.64730  C13 1.086
24 H -7.35616 3.63330 -0.66042  C13 1.086
25 H -7.25460 5.46349 -2.38950  C15 1.091
26 H -5.93615 5.28025 -1.26385  C15 1.091
27 H -4.74709 6.44499 -2.71932  C16 1.080
28 H -4.64108 5.01883 -3.72936  C16 1.082
29 H -6.94585 7.02119 -3.95824  C17 1.098
30 H -5.97459 4.69151 -5.69750  C18 1.101
31 H -7.54893 5.52631 -5.75150  C18 1.094
32 H -5.19889 8.54292 -6.66117  B20 1.234
33 H -3.91487 6.94160 -6.75692  B20 1.233
34 O -0.14361 3.57919 -0.71174  C35 1.194
35 C -0.24270 2.41396 -0.47160  O34 1.194, O36 1.362, C39 1.518
36 O 0.82016 1.56273 -0.49089  C35 1.362, C37 1.439
37 C 0.37401 0.21301 -0.26903  O36 1.439, C38 1.521, H40 1.092, H41 1.089
38 C -0.96454 0.34558 0.44112  C37 1.521, C39 1.526, H42 1.086, H43 1.093
39 C -1.50967 1.64366 -0.14701  C35 1.518, C38 1.526, H44 1.091, H45 1.086
40 H 0.28333 -0.28708 -1.23562  C37 1.092
41 H 1.11777 -0.31404 0.32661  C37 1.089
42 H -1.61281 -0.51438 0.29737  C38 1.086
43 H -0.80444 0.46861 1.51490  C38 1.093
44 H -2.06375 1.46967 -1.07032  C39 1.091
45 H -2.12432 2.19328 0.55949  C39 1.086
46 O -1.34525 0.93618 -6.29254  C47 1.194
47 C -1.93259 0.62887 -5.29895  O46 1.194, O48 1.357, C51 1.519
48 O -3.28622 0.61217 -5.20915  C47 1.357, C49 1.438
49 C -3.68992 0.29692 -3.86582  O48 1.438, C50 1.522, H52 1.092, H53 1.088
50 C -2.49958 -0.42567 -3.25031  C49 1.522, C51 1.526, H54 1.090, H55 1.092
51 C -1.32434 0.23730 -3.96381  C47 1.519, C50 1.526, H56 1.092, H57 1.087
52 H -3.92320 1.22745 -3.34374  C49 1.092
53 H -4.58390 -0.32190 -3.89637  C49 1.088
54 H -2.46514 -0.34699 -2.16349  C50 1.090
55 H -2.53408 -1.48623 -3.50787  C50 1.092
56 H -0.98835 1.14308 -3.45517  C51 1.092
57 H -0.48964 -0.44348 -4.10674  C51 1.087
58 O -1.80448 -2.82568 0.65457  C59 1.197
59 C -0.80907 -3.39662 0.31564  O58 1.197, O60 1.355, C63 1.516
60 O -0.08734 -3.02310 -0.76803  C59 1.355, C61 1.440
61 C 0.99564 -3.94603 -0.98601  O60 1.440, C62 1.519, H64 1.093, H65 1.088
62 C 1.22501 -4.60610 0.36295  C61 1.519, C63 1.527, H66 1.089, H67 1.091
63 C -0.17888 -4.61420 0.96373  C59 1.516, C62 1.527, H68 1.091, H69 1.086
64 H 0.69298 -4.66052 -1.75519  C61 1.093
65 H 1.86743 -3.39850 -1.33695  C61 1.088
66 H 1.68045 -5.59183 0.28718  C62 1.089
67 H 1.88082 -3.98047 0.97026  C62 1.091
68 H -0.74707 -5.50046 0.67718  C63 1.091
69 H -0.16894 -4.51036 2.04509  C63 1.086
70 O 3.89108 -1.59631 0.17815  C71 1.198
71 C 3.94647 -1.65830 1.37349  O70 1.198, O72 1.353, C75 1.516
72 O 4.01354 -2.83257 2.04291  C71 1.353, C73 1.445
73 C 3.95833 -2.59510 3.46756  O72 1.445, C74 1.518, H76 1.093, H77 1.082
74 C 4.41217 -1.15690 3.64270  C73 1.518, C75 1.528, H78 1.088, H79 1.092
75 C 3.91597 -0.50248 2.35453  C71 1.516, C74 1.528, H80 1.091, H81 1.086
76 H 2.93182 -2.75281 3.80699  C73 1.093
77 H 4.60902 -3.29156 3.98004  C73 1.082
78 H 4.03097 -0.69339 4.55019  C74 1.088
79 H 5.50323 -1.11871 3.67684  C74 1.092
80 H 2.88923 -0.14379 2.44444  C75 1.091
81 H 4.56270 0.30258 2.01727  C75 1.086
82 O 4.53412 -4.40457 6.22594  C83 1.196
83 C 5.53778 -4.95181 5.87284  O82 1.196, O84 1.358, C87 1.515
84 O 6.23173 -4.57447 4.76875  C83 1.358, C85 1.440
85 C 7.32418 -5.48499 4.54110  O84 1.440, C86 1.521, H88 1.092, H89 1.087
86 C 7.59310 -6.13125 5.89141  C85 1.521, C87 1.526, H90 1.088, H91 1.091
87 C 6.20162 -6.15184 6.51725  C83 1.515, C86 1.526, H92 1.091, H93 1.086
88 H 7.01626 -6.21023 3.78487  C85 1.092
89 H 8.17979 -4.92685 4.16854  C85 1.087
90 H 8.06017 -7.11102 5.81169  C86 1.088
91 H 8.25113 -5.49217 6.48182  C86 1.091
92 H 5.64218 -7.04785 6.24446  C87 1.091
93 H 6.22838 -6.04185 7.59740  C87 1.086
94 O 9.46192 -1.76129 3.71722  C95 1.197
95 C 9.14296 -0.82321 3.04612  O94 1.197, O96 1.356, C99 1.516
96 O 8.23028 0.09559 3.44920  C95 1.356, C97 1.441
97 C 7.97664 1.03488 2.38671  O96 1.441, C98 1.521, H100 1.092, H101 1.087
98 C 9.20329 0.96666 1.49078  C97 1.521, C99 1.526, H102 1.088, H103 1.091
99 C 9.62868 -0.49037 1.64899  C95 1.516, C98 1.526, H104 1.091, H105 1.086
100 H 7.06582 0.73066 1.86595  C97 1.092
101 H 7.82458 2.02293 2.81420  C97 1.087
102 H 9.00032 1.26218 0.46344  C98 1.088
103 H 9.98362 1.62195 1.88098  C98 1.091
104 H 9.12098 -1.14437 0.93853  C99 1.091
105 H 10.70444 -0.62058 1.57519  C99 1.086

- Electronic energy: -88130.927 eV
- Total charge: -1
- Orbital gap: 4.5 eV

Atomic partial charges in e from the Mulliken method, atoms 1 to 8: number 1, F, carries -0.2921; number 2, C, carries 0.1696; number 3, F, carries -0.2403; number 4, C, carries 0.6975; number 5, F, carries -0.3293; number 6, F, carries -0.2987; number 7, C, carries 0.6010; number 8, F, carries -0.3701

Entry 2:
Here is 6 unconnected molecules or ions with the total composition C33H48Br3O18P from the OMol25 dataset. Energies are from wB97M-V/def2-TZVPD.

Each atom is followed by the atoms it is bonded to, with distances in Å.
Element x y z (Å)
1 C 2.74081 -1.88439 4.01891  C2 1.518, H21 1.094, H22 1.094, H23 1.088
2 C 3.65793 -1.45707 2.88737  C1 1.518, Br3 1.906, C4 1.327
3 Br 3.49895 0.36625 2.35680  C2 1.906
4 C 4.52366 -2.29683 2.33312  C2 1.327, Br5 1.903, C6 1.506
5 Br 5.66215 -1.75313 0.90837  C4 1.903
6 C 4.56831 -3.70971 2.85298  C4 1.506, C7 1.379, C14 1.378
7 C 5.51119 -4.01217 3.81286  C6 1.379, C8 1.371, H24 1.084
8 C 5.52874 -5.28642 4.31866  C7 1.371, C9 1.379, H25 1.085
9 C 4.62961 -6.23384 3.87727  C8 1.379, P10 1.866, C13 1.373
10 P 4.59459 -7.96503 4.57205  C9 1.866, O11 1.654, Br12 2.250
11 O 3.69810 -7.73807 5.94282  P10 1.654, H26 0.967
12 Br 6.72293 -8.32199 5.21019  P10 2.250
13 C 3.72666 -5.91605 2.89293  C9 1.373, C14 1.398, C19 1.508
14 C 3.67414 -4.62892 2.34982  C6 1.378, C13 1.398, C15 1.513
15 C 2.65484 -4.34579 1.26836  C14 1.513, O16 1.215, C17 1.508
16 O 2.11768 -3.26909 1.10274  C15 1.215
17 C 2.34828 -5.52280 0.37708  C15 1.508, C18 1.323, H27 1.085
18 C 2.39379 -6.73391 0.90664  C17 1.323, C19 1.502, H28 1.086
19 C 2.71644 -6.90313 2.36424  C13 1.508, C18 1.502, O20 1.214
20 O 2.17527 -7.74060 3.05743  C19 1.214
21 H 2.22004 -2.81113 3.76212  C1 1.094
22 H 3.34461 -2.12607 4.89920  C1 1.094
23 H 1.97303 -1.14147 4.22705  C1 1.088
24 H 6.20738 -3.25338 4.15081  C7 1.084
25 H 6.25663 -5.50817 5.09181  C8 1.085
26 H 2.81389 -7.44757 5.67924  O11 0.967
27 H 2.10498 -5.34033 -0.66397  C17 1.085
28 H 2.16133 -7.60292 0.29749  C18 1.086
29 C -0.20014 -1.45701 1.28384  C30 1.511, H36 1.091, H37 1.087, H38 1.091
30 C -0.46772 -1.42660 -0.20333  C29 1.511, O31 1.437, H39 1.089, H40 1.090
31 O -1.83763 -1.74661 -0.49729  C30 1.437, C32 1.331
32 C -2.70599 -0.75265 -0.32873  O31 1.331, O33 1.204, O34 1.335
33 O -2.44468 0.36703 0.02813  C32 1.204
34 O -3.92611 -1.21450 -0.61088  C32 1.335, C35 1.428
35 C -4.96622 -0.25993 -0.39825  O34 1.428, H41 1.089, H42 1.090, H43 1.087
36 H -0.51411 -2.41188 1.70904  C29 1.091
37 H 0.85807 -1.31216 1.48315  C29 1.087
38 H -0.75889 -0.67477 1.80003  C29 1.091
39 H 0.13355 -2.18709 -0.69903  C30 1.089
40 H -0.19855 -0.46407 -0.63873  C30 1.090
41 H -4.76087 0.67211 -0.92209  C35 1.089
42 H -5.09105 -0.07730 0.66872  C35 1.090
43 H -5.88563 -0.68491 -0.79179  C35 1.087
44 C -3.17556 0.25021 -4.21644  C45 1.514, H51 1.092, H52 1.090, H53 1.090
45 C -3.42366 0.28069 -5.70924  C44 1.514, O46 1.436, H54 1.089, H55 1.090
46 O -4.78971 -0.03694 -6.01666  C45 1.436, C47 1.331
47 C -5.65566 0.96012 -5.85380  O46 1.331, O48 1.203, O49 1.334
48 O -5.39139 2.07650 -5.49043  C47 1.203
49 O -6.87473 0.50357 -6.14533  C47 1.334, C50 1.428
50 C -7.91927 1.45535 -5.93803  O49 1.428, H56 1.088, H57 1.089, H58 1.087
51 H -3.49832 -0.70351 -3.79427  C44 1.092
52 H -2.11691 0.39415 -3.99931  C44 1.090
53 H -3.73939 1.03376 -3.70962  C44 1.090
54 H -2.81970 -0.48065 -6.20051  C45 1.089
55 H -3.14830 1.24312 -6.14077  C45 1.090
56 H -7.70972 2.38898 -6.45652  C50 1.088
57 H -8.05591 1.63527 -4.87223  C50 1.089
58 H -8.83045 1.02376 -6.34353  C50 1.087
59 C 10.33865 -1.58132 1.45877  C60 1.514, H66 1.091, H67 1.090, H68 1.090
60 C 9.05670 -1.47903 2.25842  C59 1.514, O61 1.436, H69 1.088, H70 1.090
61 O 9.30684 -1.63665 3.66386  C60 1.436, C62 1.333
62 C 9.77678 -0.55540 4.28553  O61 1.333, O63 1.202, O64 1.335
63 O 9.99125 0.51545 3.78332  C62 1.202
64 O 9.98162 -0.87196 5.56591  C62 1.335, C65 1.429
65 C 10.55882 0.17995 6.34157  O64 1.429, H71 1.088, H72 1.089, H73 1.087
66 H 10.86512 -2.50640 1.69872  C59 1.091
67 H 10.12598 -1.56090 0.38962  C59 1.090
68 H 11.01232 -0.75668 1.69153  C59 1.090
69 H 8.38382 -2.28625 1.97809  C60 1.088
70 H 8.53658 -0.54120 2.06455  C60 1.090
71 H 9.98542 1.09971 6.24573  C65 1.088
72 H 11.59248 0.34377 6.03958  C65 1.089
73 H 10.54019 -0.14080 7.37973  C65 1.087
74 C -4.85915 5.47257 -6.64282  C75 1.513, H81 1.091, H82 1.090, H83 1.090
75 C -4.30925 6.00635 -5.33783  C74 1.513, O76 1.435, H84 1.089, H85 1.090
76 O -2.97071 5.54277 -5.10753  C75 1.435, C77 1.330
77 C -2.01870 6.19528 -5.76939  O76 1.330, O78 1.203, O79 1.336
78 O -2.17916 7.12580 -6.51489  C77 1.203
79 O -0.84622 5.62820 -5.47331  C77 1.336, C80 1.428
80 C 0.26440 6.18535 -6.17650  O79 1.428, H86 1.088, H87 1.089, H88 1.087
81 H -4.77174 4.38577 -6.67480  C74 1.091
82 H -5.90793 5.74759 -6.75919  C74 1.090
83 H -4.30381 5.86810 -7.49383  C74 1.090
84 H -4.90544 5.63267 -4.50689  C75 1.089
85 H -4.34794 7.09530 -5.30171  C75 1.090
86 H 0.30372 7.26624 -6.05747  C80 1.088
87 H 0.20995 5.92167 -7.23220  C80 1.089
88 H 1.16431 5.75066 -5.74930  C80 1.087
89 C -5.02690 3.06593 3.19366  C90 1.514, H96 1.091, H97 1.090, H98 1.090
90 C -5.27052 3.08442 1.69936  C89 1.514, O91 1.436, H99 1.089, H100 1.090
91 O -6.63824 2.76794 1.39495  C90 1.436, C92 1.332
92 C -7.50466 3.76831 1.54542  O91 1.332, O93 1.202, O94 1.335
93 O -7.24316 4.88905 1.89339  C92 1.202
94 O -8.72329 3.30655 1.25469  C92 1.335, C95 1.428
95 C -9.76897 4.26035 1.44648  O94 1.428, H101 1.088, H102 1.089, H103 1.087
96 H -5.35464 2.11722 3.62193  C89 1.091
97 H -3.96797 3.20635 3.41048  C89 1.090
98 H -5.58850 3.85627 3.69189  C89 1.090
99 H -4.66590 2.31568 1.21967  C90 1.089
100 H -4.98747 4.04077 1.26037  C90 1.090
101 H -9.55788 5.18752 0.91753  C95 1.088
102 H -9.90948 4.45333 2.50934  C95 1.089
103 H -10.67862 3.82337 1.04308  C95 1.087

- SMILES string: C/C(Br)=C(/Br)c1ccc(P(O)Br)c2c1C(=O)C=CC2=O.CCOC(=O)OC.CCOC(=O)OC.CCOC(=O)OC.CCOC(=O)OC.CCOC(=O)OC
- Electronic energy: -291271.671 eV
- Total charge: 0
- Orbital gap: 7.4 eV

Atomic partial charges in e from the Mulliken method, atoms 1 to 8: number 1, C, carries -1.0874; number 2, C, carries 0.0205; number 3, Br, carries -0.1024; number 4, C, carries -0.5809; number 5, Br, carries -0.0924; number 6, C, carries 0.6277; number 7, C, carries -0.8177; number 8, C, carries -0.3502

Number 1: lowest unoccupied orbital energy 1.305 eV. Number 2: lowest unoccupied orbital energy -1.505 eV.